Computed, not measured: a structure of composition C16H26NO2 at a distorted geometry, with ωB97M-V/def2-TZVPD.

Each line ends with the Löwdin charge.
Cartesian coordinates (Å):
C  -5.74364  -0.76984  0.78273  -0.08
H  -6.19595  -1.04478  1.59209  0.04
H  -6.13960  0.14849  0.16492  0.15
H  -5.69200  -1.66838  0.00523  0.15
O  -4.48341  -0.57082  0.99339  -0.02
C  -3.64818  -0.07665  0.29725  -0.45
C  -3.87561  -0.05640  -0.96700  0.03
C  -2.78372  0.52246  -2.08043  0.07
C  -1.58980  0.90460  -1.53646  -0.02
C  -1.31305  0.78065  -0.07489  -0.30
C  -2.41652  0.59607  0.79275  0.15
H  -2.30825  0.44953  1.73771  0.06
O  -0.08825  0.95832  0.39139  -0.12
C  0.32294  2.59098  0.43757  0.01
C  1.76533  2.57181  0.67136  -0.30
C  2.59599  1.77549  -0.03978  -0.16
N  2.36483  0.19851  -0.06902  -0.14
H  1.24824  0.30692  0.12004  0.15
C  3.03880  -0.22518  0.98150  -0.13
C  1.90938  -1.18559  1.88906  -0.05
H  2.47062  -1.86524  2.35942  0.07
C  0.96631  -2.02031  1.00846  -0.13
C  1.78896  -2.48869  -0.35548  -0.10
H  1.23026  -3.45809  -0.58107  0.11
C  1.72742  -1.42098  -1.79855  -0.04
C  2.68928  -0.33148  -1.39853  -0.15
H  2.41862  0.13689  -2.22520  0.07
H  3.70220  -0.45758  -1.44960  0.12
H  0.61029  -1.31728  -1.57632  0.14
H  2.07542  -2.11799  -2.40998  0.05
H  2.83870  -2.76523  -0.24415  0.09
H  0.73160  -3.00443  1.30791  0.10
H  0.20600  -1.54435  0.58351  0.03
H  1.24888  -0.75086  2.35954  0.01
H  3.75693  -0.97789  0.69954  0.13
H  3.35189  0.61516  1.78541  0.18
H  2.52361  2.18272  -1.35132  0.24
H  3.72275  1.96395  0.33711  0.18
H  1.86928  2.25601  1.83330  0.18
H  1.96176  3.76278  0.88909  0.22
H  0.23672  2.79039  -0.46317  0.02
H  -0.44625  3.19115  1.31068  0.25
H  -0.84402  1.16933  -2.06815  0.03
H  -2.97235  0.39921  -2.99719  0.01
H  -4.83241  -0.15336  -1.64461  0.14

Output
Energy relative to the best compared isomer or geometry (same formula, charge and spin) = 1669.0 kJ/mol
Charge = +1
LUMO energy = -2.39 eV
Maximum force = 12.59 eV Å⁻¹
Gap between HOMO and LUMO = 8.70 eV

---

Computed, not measured: a cluster of 3 separate species, C16H26O10 in total at a distorted geometry, with ωB97M-V/def2-TZVPD.

Each line ends with the Löwdin charge.
Cartesian coordinates (Å):
O  -1.24225  -6.58605  -1.11817  0.12
C  -0.38331  -5.70325  -1.26910  -0.28
O  1.04849  -5.95051  -1.28414  0.05
C  1.59204  -4.88358  -0.46073  -0.27
O  2.53967  -4.96314  0.33455  0.13
C  0.68874  -3.64470  -0.89722  0.02
C  0.98613  -2.05925  -0.82389  -0.11
O  2.29158  -1.78050  -0.24121  -0.15
O  2.32509  -0.41557  -0.11489  -0.07
C  -0.54389  -4.12609  -1.41848  -0.04
C  -1.71245  -3.22084  -2.00812  -0.13
C  -3.19535  -3.71582  -1.65536  -0.17
C  -3.50808  -3.81633  -0.07682  -0.23
O  -3.95263  -2.52365  0.44913  -0.11
H  0.19790  -1.64654  -0.08003  0.14
H  0.81904  -1.52305  -1.81950  0.14
H  2.65634  -0.10235  -0.99285  0.11
H  -1.60781  -3.23982  -3.15960  0.14
H  -1.57725  -2.12204  -1.67934  0.12
H  -3.50215  -4.67421  -2.22193  0.12
H  -3.91031  -2.89918  -2.05944  0.12
H  -2.59162  -4.15019  0.51555  0.12
H  -4.35499  -4.59216  0.04924  0.13
H  -3.15235  -2.03272  0.75516  0.09
C  2.72385  1.22363  2.86333  -0.06
C  1.26390  1.22742  2.46107  -0.23
O  0.41185  1.18918  3.61753  0.00
C  0.02262  2.27684  4.31069  -0.53
C  0.72750  3.58199  4.06918  0.01
O  -0.82922  2.17964  5.16337  0.10
H  2.98265  2.10861  3.44721  0.07
H  3.36520  1.19181  1.97986  0.07
H  2.94484  0.35524  3.48890  0.09
H  1.00706  2.06735  1.81317  0.10
H  1.04677  0.32171  1.89193  0.10
H  1.55877  3.67651  4.76860  0.10
H  0.01777  4.39350  4.24172  0.09
H  1.08763  3.70544  3.04945  0.06
C  -1.07827  4.82214  -2.27060  -0.06
C  -1.09133  3.49781  -1.53564  -0.23
O  -0.36408  2.49566  -2.26545  0.00
C  0.96490  2.30858  -2.17833  -0.52
C  1.80561  3.36536  -1.51993  0.01
O  1.47527  1.33636  -2.69106  0.08
H  -0.06555  5.21449  -2.37506  0.07
H  -1.68278  5.56139  -1.74026  0.08
H  -1.47747  4.70181  -3.28086  0.09
H  -0.72288  3.58034  -0.51231  0.11
H  -2.11951  3.13611  -1.46471  0.13
H  2.15290  4.07088  -2.27545  0.10
H  2.66760  2.88085  -1.05656  0.09
H  1.29385  3.90090  -0.72262  0.07

Output
Energy relative to the best compared isomer or geometry (same formula, charge and spin) = 701.4 kJ/mol
SMILES = O=C1OC(=O)C(COO)=C1CCCO.CCOC(C)=O.CCOC(C)=O
Charge = 0
LUMO energy = -0.74 eV
Maximum force = 5.25 eV Å⁻¹
Gap between HOMO and LUMO = 9.49 eV

---

Computed, not measured: a cluster of 4 separate species, C16H27Br6NO4 in total at a distorted geometry, with ωB97M-V/def2-TZVPD.

Each line ends with the Löwdin charge.
Cartesian coordinates (Å):
C  -0.41878  1.85277  1.94595  -0.17
N  -0.48477  1.29208  0.60059  -0.10
C  -1.77779  0.73132  0.25204  -0.16
C  -1.80961  -0.75329  0.22123  -0.06
C  -0.90430  -1.70098  0.47992  -0.05
C  0.51415  -1.59830  0.91998  -0.11
C  1.47263  -0.99248  -0.13162  -0.18
C  2.44171  -1.99449  -0.76241  -0.15
C  2.32044  -2.16044  -2.28838  -0.25
O  1.56792  -1.15648  -2.94940  -0.09
C  -1.58735  -3.02128  0.29429  -0.36
O  -1.23340  -4.10011  0.71134  0.16
O  -2.77214  -2.78776  -0.37340  0.14
C  -3.07814  -1.44542  -0.14322  -0.36
O  -4.21257  -1.02786  -0.18247  0.16
H  -1.32216  2.38312  2.22211  -0.01
H  -0.18713  1.05328  2.63924  0.04
H  0.41761  2.54559  1.97381  0.07
H  -0.22599  1.96330  -0.09999  0.04
H  -2.05520  1.07901  -0.74208  0.14
H  -2.56632  1.10644  0.90490  0.11
H  0.57712  -1.09074  1.87431  0.11
H  0.84478  -2.61504  1.11471  0.11
H  2.05005  -0.23387  0.38251  0.09
H  0.87870  -0.46085  -0.85873  0.08
H  3.45722  -1.68894  -0.53695  0.10
H  2.33010  -2.96957  -0.30023  0.11
H  1.87759  -3.10327  -2.57163  0.06
H  3.32460  -2.16891  -2.71129  0.11
H  2.00490  -0.31393  -2.83808  0.07
Br  5.60883  2.21843  0.14178  0.61
C  4.49077  3.80871  0.19830  -0.70
C  3.04003  3.45803  0.38447  -0.69
Br  2.25680  2.75551  -1.25252  0.66
H  4.67246  4.35343  -0.72169  0.05
H  4.85047  4.39069  1.04334  0.06
H  2.45929  4.34496  0.62763  0.06
H  2.88897  2.70358  1.14981  0.04
Br  -0.18126  -4.08345  -4.34945  0.65
C  -0.60164  -2.31520  -5.04158  -0.70
C  -1.87006  -2.31976  -5.85043  -0.70
Br  -1.61015  -3.11558  -7.60788  0.60
H  0.26071  -1.99143  -5.61303  0.05
H  -0.70659  -1.68203  -4.16428  0.05
H  -2.20096  -1.30129  -6.03911  0.06
H  -2.66695  -2.87727  -5.37046  0.05
Br  -1.68718  3.66777  4.58561  0.67
C  -3.05652  2.58928  5.46220  -0.67
C  -2.61824  1.16296  5.67035  -0.67
Br  -2.69839  0.12080  4.02583  0.67
H  -3.95159  2.66294  4.85431  0.05
H  -3.22793  3.07648  6.41899  0.06
H  -3.29265  0.65853  6.35804  0.06
H  -1.60212  1.09100  6.04272  0.05

Output
Energy relative to the best compared isomer or geometry (same formula, charge and spin) = 0.0 kJ/mol
SMILES = CNCC1=C(CCCCO)C(=O)OC1=O.BrCCBr.BrCCBr.BrCCBr
Charge = 0
LUMO energy = -0.26 eV
Maximum force = 1.85 eV Å⁻¹
Gap between HOMO and LUMO = 8.95 eV

---

Computed, not measured: a structure of composition C16H27Cl6Mg3O10 at a distorted geometry, with ωB97M-V/def2-TZVPD.

Each line ends with the Mulliken spin population.
Cartesian coordinates (Å):
Mg  3.13892  -2.22667  -4.41888  0.56
Mg  -1.08116  -4.48619  -8.50953  0.02
Mg  1.43412  -2.08977  -7.46788  0.01
C  -3.04918  -7.73773  -7.82616  0.00
C  -2.26066  -6.44788  -7.93458  0.00
O  -2.71992  -5.31822  -7.70048  0.00
O  -1.12849  -6.43864  -8.46510  0.00
H  -3.48959  -8.07680  -6.88852  0.00
H  -2.43376  -8.62220  -7.99069  0.00
H  -3.90020  -7.73135  -8.50720  0.00
C  5.71853  -2.97253  -7.73639  0.01
C  4.42957  -2.47844  -7.10463  0.05
O  4.35420  -2.27462  -5.89301  0.03
O  3.40014  -2.49230  -7.81717  -0.03
H  5.43133  -3.87185  -8.28122  0.00
H  6.59490  -3.11894  -7.10502  0.00
H  6.09327  -2.29935  -8.50742  0.00
C  1.73283  1.64367  -5.54522  0.00
C  1.70245  0.16057  -5.61075  0.13
O  2.12302  -0.55848  -4.69729  0.13
O  1.22059  -0.40396  -6.60076  -0.02
H  1.83840  2.03110  -6.55856  0.00
H  2.61416  1.87916  -4.94864  0.00
H  0.89406  1.99064  -4.94175  0.00
C  -0.29663  -1.46557  -11.46743  0.00
C  -0.11548  -2.22102  -10.16542  0.00
O  -0.86271  -3.19608  -9.90046  0.00
O  0.65623  -1.78028  -9.31841  0.00
H  0.18381  -0.49032  -11.54603  0.00
H  -1.36550  -1.28724  -11.58497  0.00
H  0.08136  -2.13118  -12.24344  0.00
C  0.17286  -5.06312  -5.08107  0.10
C  0.65396  -3.93290  -5.96263  0.05
O  0.31982  -3.82106  -7.16907  0.06
O  1.58889  -3.15191  -5.61344  -0.13
H  -0.17964  -4.77411  -4.09096  -0.01
H  0.99515  -5.77278  -4.98989  0.01
H  -0.59908  -5.58451  -5.64708  0.00
Cl  5.00831  -8.98743  -4.98159  0.00
C  4.83763  -8.29738  -6.60100  0.00
C  4.99073  -6.78512  -6.58391  0.00
Cl  3.63683  -5.98972  -5.70631  0.01
H  3.90435  -8.63801  -7.04939  0.00
H  5.63028  -8.83851  -7.11772  0.00
H  4.84671  -6.43923  -7.60749  0.00
H  5.97678  -6.44533  -6.26713  0.00
Cl  -1.64791  -8.07641  -4.55375  0.00
C  -0.45861  -9.42538  -4.83653  0.00
C  0.82610  -9.00804  -5.62689  0.00
Cl  1.80901  -10.40119  -6.06235  0.00
H  -1.00639  -10.23302  -5.32207  0.00
H  -0.26838  -9.79718  -3.82972  0.00
H  1.41957  -8.30266  -5.04523  0.00
H  0.69096  -8.37586  -6.50449  0.00
Cl  2.26353  -8.71918  -2.27473  0.00
C  2.74114  -6.98870  -2.28245  -0.03
C  2.07646  -6.16782  -1.14952  0.00
Cl  0.26222  -6.25569  -1.20312  0.00
H  2.50139  -6.54357  -3.24810  0.04
H  3.82649  -6.94940  -2.37495  0.00
H  2.46721  -5.15368  -1.06628  0.00
H  2.38120  -6.63903  -0.21508  0.00

Output
<S²> = 0.7503
Charge = 0
LUMO energy (alpha / beta) = 0.21 / 0.17 eV
Multiplicity = 2
Maximum force = 3.04 eV Å⁻¹
Gap between HOMO and LUMO (alpha / beta) = 4.80 / 10.30 eV

---

- Number 3 is which compound?
  C16H27Br6NO4

---

- Which value of maximum force does entry 2 give?
  5.25 eV Å⁻¹

---

- Which value of maximum force does entry 3 give?
  1.85 eV Å⁻¹

---

- Which value of maximum force does entry 3 give?
  1.85 eV Å⁻¹